DFT (ωB97M-V/def2-TZVPD) results for a molecular structure, C4H7N2.

```
13
Properties=species:S:1:pos:R:3:lowdin_charge:R:1
C 1.3836 -1.2616 0.1795 0.022
C -0.0341 -0.6284 0.0450 -0.172
C -1.3277 -1.1414 -0.0572 0.018
C 0.2074 1.8356 -0.0465 0.005
N 1.9613 -0.1471 0.1056 0.231
N 0.5834 0.5125 0.0400 -0.054
H 1.8934 -2.2233 0.0774 0.142
H -1.4412 -2.2375 -0.5064 0.173
H -2.0300 -0.4679 -0.5759 0.112
H -1.7255 -0.8732 1.0035 0.173
H 1.1452 2.2472 -0.2656 0.094
H -0.0624 2.2728 0.8680 0.098
H -0.5535 2.1121 -0.8672 0.159
```

As for the energy relative to the best compared isomer or geometry (same formula, charge and spin): 5.620 eV. The value obtained for the HOMO energy is -15.53 eV. The value obtained for the orbital gap is 9.44 eV. As for the molar mass: 83.114 g mol⁻¹. The largest force on an atom is 3.4 eV/A. The total energy is -265.7019 hartree. The total charge is +1.


DFT (ωB97M-V/def2-TZVPD) results for a gas-phase ion, C4H7N2 (charge +1).

```
13
Properties=species:S:1:pos:R:3:lowdin_charge:R:1
C 0.6809 1.2883 0.1839 -0.060
C -0.6026 0.8458 -0.3346 -0.183
C -0.5483 -0.7839 -0.4335 -0.194
C 1.0250 0.0450 -0.5917 0.013
N -1.5585 -0.0396 0.2368 0.169
N 0.6978 -1.1432 0.2158 0.087
H 0.7947 2.1330 -0.3639 0.096
H 0.8365 1.1491 1.3088 0.169
H -0.8827 1.2438 -1.2540 0.149
H -0.7495 -1.4251 -1.3912 0.220
H -1.7471 -0.1156 1.1883 0.122
H 0.7923 -1.1641 1.2338 0.181
H 1.2615 -2.0334 0.0015 0.232
```

As for the energy relative to the best compared isomer or geometry (same formula, charge and spin): 7.061 eV. The value obtained for the HOMO energy is -14.00 eV. The value obtained for the orbital gap is 10.40 eV. As for the molar mass: 83.114 g mol⁻¹. The largest force on an atom is 4.8 eV/A. The total energy is -265.6490 hartree. The total charge is +1.


DFT (ωB97M-V/def2-TZVPD) results for a gas-phase ion, C4H7N2 (charge +1).

```
13
Properties=species:S:1:pos:R:3:lowdin_charge:R:1
C 0.8337 1.2664 -1.0811 -0.207
C -1.6173 -1.6641 0.9490 0.168
C -0.8876 -0.6100 0.3999 -0.085
C 0.5034 -0.6491 0.4341 -0.064
N 1.0589 2.4486 -0.7259 0.175
N 1.2109 0.1968 -0.1921 0.105
H 0.3190 0.8718 -1.9278 0.132
H -1.2663 -2.4703 1.6341 0.110
H -2.6857 -1.5833 0.9637 0.077
H -1.5273 0.1483 -0.1378 0.145
H 1.0739 -1.3649 0.9011 0.140
H 0.8362 3.1729 -1.4496 0.110
H 2.1483 0.2369 0.2325 0.192
```

As for the energy relative to the best compared isomer or geometry (same formula, charge and spin): 3.003 eV. The value obtained for the HOMO energy is -15.40 eV. The value obtained for the orbital gap is 9.58 eV. As for the molar mass: 83.114 g mol⁻¹. The largest force on an atom is 4.5 eV/A. The total energy is -265.7981 hartree. The total charge is +1.


Q: Among the records above, which one has the highest total energy?
A: number 2


Q: Look up the energy relative to the best compared isomer or geometry (same formula, charge and spin) of the second one.
A: 7.061 eV


Q: What is the total charge in the second record?
A: +1


Please write out number 2 again, unchanged.
DFT (ωB97M-V/def2-TZVPD) results for a gas-phase ion, C4H7N2 (charge +1).

```
13
Properties=species:S:1:pos:R:3:lowdin_charge:R:1
C 0.6809 1.2883 0.1839 -0.060
C -0.6026 0.8458 -0.3346 -0.183
C -0.5483 -0.7839 -0.4335 -0.194
C 1.0250 0.0450 -0.5917 0.013
N -1.5585 -0.0396 0.2368 0.169
N 0.6978 -1.1432 0.2158 0.087
H 0.7947 2.1330 -0.3639 0.096
H 0.8365 1.1491 1.3088 0.169
H -0.8827 1.2438 -1.2540 0.149
H -0.7495 -1.4251 -1.3912 0.220
H -1.7471 -0.1156 1.1883 0.122
H 0.7923 -1.1641 1.2338 0.181
H 1.2615 -2.0334 0.0015 0.232
```

As for the energy relative to the best compared isomer or geometry (same formula, charge and spin): 7.061 eV. The value obtained for the HOMO energy is -14.00 eV. The value obtained for the orbital gap is 10.40 eV. As for the molar mass: 83.114 g mol⁻¹. The largest force on an atom is 4.8 eV/A. The total energy is -265.6490 hartree. The total charge is +1.